Formula: C27H49IrN7O10P2S3
Source: the OMol25 dataset
Level of theory: ωB97M-V/def2-TZVPD

**HOMO energy (alpha / beta)**: -0.67485 / -0.67470 Ha
**Gap between HOMO and LUMO (alpha / beta)**: 5.2704 / 3.2247 eV
**<S²>**: 0.756

Structure (ORCA input):
```
! RIJCOSX wB97M-V def2-TZVPD def2/J DEFGRID3
* xyz 4 2
Ir 0.18999 0.43714 -0.99513
N -2.88569 1.63905 -1.82257
C -2.18131 1.05530 -2.77870
N -0.91063 0.63757 -2.64222
C -0.39899 0.06087 -3.81074
C -1.29362 0.03289 -4.82085
S -2.79137 0.73806 -4.36661
C 0.99089 -0.30535 -3.70925
C 1.90520 -0.71496 -4.61563
S 3.47799 -0.75188 -3.93615
C 2.85842 -0.17500 -2.42101
N 1.52293 -0.04589 -2.44600
N 3.63423 0.09227 -1.37964
H -2.45890 1.88459 -0.94018
H -3.84244 1.92914 -1.97578
H -1.14464 -0.35160 -5.81878
H 1.74029 -0.97482 -5.65049
H 4.63626 -0.02263 -1.44261
H 3.27528 0.58844 -0.57608
C -2.42992 3.97488 3.97447
C -2.03660 2.52332 4.04441
C -3.05756 1.62776 4.69201
O -1.89122 2.01561 2.60287
P -0.60126 1.83136 1.81301
O -1.00979 1.18206 0.48212
C 0.27923 3.36591 1.48503
P 1.71010 3.10487 0.40287
O 1.29961 2.12184 -0.69610
O 2.24999 4.43056 -0.12596
C 1.64815 5.65288 -0.78233
C 1.21929 6.61824 0.29267
C 0.56839 5.24256 -1.75343
O 2.86269 2.41382 1.17223
C 3.75719 3.14623 2.16360
C 5.09579 3.34345 1.50284
C 3.78611 2.30831 3.41499
O 0.48020 1.00320 2.57263
C 0.59463 -0.46499 2.56372
C 1.64865 -0.79494 1.52631
C 0.98301 -0.91045 3.95310
H -2.53142 4.35584 4.99103
H -3.39026 4.09200 3.47311
H -1.68321 4.58776 3.46693
H -1.05413 2.38981 4.50300
H -4.03693 1.75836 4.23275
H -3.13589 1.89568 5.74596
H -2.76982 0.57865 4.63091
H 0.59831 3.82422 2.42581
H -0.41122 4.05171 0.98574
H 2.50943 6.04293 -1.31899
H 0.34147 6.26902 0.84072
H 0.95466 7.56537 -0.17811
H 2.03007 6.81535 0.99247
H -0.26375 4.73885 -1.25072
H 0.96103 4.59509 -2.53722
H 0.16664 6.13964 -2.22386
H 3.27889 4.11062 2.35014
H 5.57716 2.38387 1.30830
H 5.74247 3.90773 2.17540
H 5.00616 3.90517 0.57417
H 4.26098 1.34392 3.22557
H 2.78527 2.14867 3.81736
H 4.37690 2.82446 4.17185
H -0.37884 -0.87900 2.28526
H 2.57234 -0.25283 1.72533
H 1.30619 -0.50211 0.49344
H 1.84395 -1.86589 1.47359
H 1.94582 -0.48797 4.24129
H 1.05875 -1.99756 3.98680
H 0.23161 -0.60199 4.67809
C -3.07709 -8.85771 -3.24702
C -2.31665 -7.96804 -2.26668
S -2.15436 -6.33470 -2.95475
O -1.55170 -6.39818 -4.25290
O -3.36914 -5.58677 -2.73864
C -0.92175 -5.43946 -1.95210
C -1.52917 -4.88149 -0.67258
N -1.47446 -3.38557 -0.59504
C -0.44481 -2.58465 -0.88668
N -0.85168 -1.28846 -0.80103
C -2.16435 -1.28529 -0.38337
C -2.53744 -2.57076 -0.24723
N -3.85500 -2.98601 0.23152
O -4.69042 -2.11411 0.18852
O -3.96923 -4.10412 0.66562
C 0.90672 -3.03493 -1.31001
H -3.21980 -9.83426 -2.78842
H -2.51834 -8.98395 -4.17092
H -4.05953 -8.44564 -3.47213
H -1.30507 -8.33403 -2.08381
H -2.85554 -7.84772 -1.32555
H -0.69646 -4.65747 -2.67526
H -0.03318 -6.05126 -1.80739
H -1.11355 -5.29038 0.24681
H -2.59243 -5.10164 -0.68965
H -2.75197 -0.40812 -0.19289
H 0.92427 -3.29084 -2.36995
H 1.21924 -3.91769 -0.75373
H 1.62966 -2.24376 -1.13357
*
```

Mulliken population analysis, charges in e, atoms 1 to 4: Ir 1.702; N -0.185; C 0.315; N 0.573

---

Formula: C27H50BBrF13N5O4PS
Source: the OMol25 dataset
Level of theory: ωB97M-V/def2-TZVPD

**HOMO energy (alpha / beta)**: -0.35121 / -0.39561 Ha
**Gap between HOMO and LUMO (alpha / beta)**: 5.4193 / 6.6274 eV
**<S²>**: 2.008

Structure (ORCA input):
```
! RIJCOSX wB97M-V def2-TZVPD def2/J DEFGRID3
* xyz 1 3
C 0.65708 2.41937 7.69701
C 0.19067 2.79796 6.27723
B 1.00898 2.06003 5.17925
O 2.33423 1.83920 5.17722
N 0.37276 1.41939 3.94348
C -0.45193 1.96610 3.11828
N -0.75307 3.31192 3.30788
C -2.20047 3.65050 3.13731
C -2.67305 4.41135 4.37019
C -4.12428 4.85677 4.27405
F -4.28731 6.02248 4.91941
F -4.47888 5.04023 2.97888
C -5.08588 3.81875 4.91413
F -4.68947 2.59406 4.49190
F -4.88157 3.86344 6.23420
C -6.62728 4.01883 4.65508
F -6.81404 5.28746 4.25168
F -7.29324 3.86285 5.79660
C -7.23339 3.11746 3.50977
F -6.33632 3.04316 2.51357
F -8.32165 3.73964 3.04754
S -7.78918 1.35095 3.99134
F -8.72624 1.30956 2.72589
F -6.62390 0.69138 3.14130
F -6.82763 1.34179 5.26489
F -8.94803 1.98387 4.86007
F -8.28557 -0.07756 4.39042
N -0.99477 1.25819 2.03837
P -1.89276 -0.25810 2.23586
O -0.66283 -1.28117 2.56162
Br -2.70876 0.01151 4.29883
H 1.64636 2.82514 7.91996
H -0.02090 2.84419 8.43748
H 0.65611 1.33881 7.85334
H -0.87147 2.56959 6.16446
H 0.32494 3.87342 6.11874
H 2.74835 1.86341 6.04937
H 0.66821 0.47032 3.72056
H -0.21330 3.84418 2.62715
H -2.32072 4.25948 2.24381
H -2.76788 2.73143 3.00069
H -2.08169 5.32056 4.49842
H -2.55087 3.81472 5.27453
H -0.23642 1.07131 1.37762
H -0.72212 -1.76016 3.40042
C -1.89578 -3.86236 -1.50714
C -0.45531 -3.35669 -1.76161
C -0.17837 -3.18107 -3.25996
C -0.00206 -4.48828 -4.02235
C 1.08802 -5.33049 -3.36126
C 0.82868 -5.59465 -1.87396
N 0.56883 -4.28015 -1.18026
O 1.64548 -3.66964 -0.85263
C -0.33291 -6.58428 -1.71922
C 2.05254 -6.23023 -1.22501
C -0.33742 -1.99421 -1.08875
H -2.37771 -3.25451 -0.74042
H -2.50475 -3.79975 -2.40935
H -1.93446 -4.88352 -1.14952
H 0.73131 -2.58811 -3.38192
H -0.99153 -2.58950 -3.68802
H -0.94582 -5.03793 -4.07540
H 0.28272 -4.27045 -5.05297
H 1.19064 -6.29496 -3.86391
H 2.04770 -4.81362 -3.46450
H -0.63880 -6.66788 -0.67526
H 0.00766 -7.56606 -2.04790
H -1.20383 -6.33413 -2.31960
H 2.95013 -5.63971 -1.38622
H 2.20385 -7.21807 -1.66161
H 1.90694 -6.34571 -0.15049
H -0.43466 -2.07702 -0.00366
H -1.14687 -1.36064 -1.46163
H 0.59980 -1.48794 -1.30602
C 4.47417 1.40452 -6.73870
C 4.84299 1.70244 -5.26776
C 6.15372 1.01542 -4.85739
C 6.03436 -0.49314 -4.67038
C 4.92696 -0.81941 -3.67231
C 3.57863 -0.20872 -4.06504
N 3.75752 1.26288 -4.32586
O 3.71835 1.95719 -3.25158
C 3.00624 -0.96240 -5.27414
C 2.57252 -0.36096 -2.93418
C 5.01762 3.21170 -5.13946
H 4.21574 2.32958 -7.25340
H 5.30898 0.94970 -7.27297
H 3.61609 0.75252 -6.84417
H 6.49570 1.45849 -3.91686
H 6.90840 1.25266 -5.61028
H 5.85270 -0.98634 -5.62938
H 6.98230 -0.88694 -4.29996
H 4.79700 -1.89999 -3.57232
H 5.21379 -0.44013 -2.68648
H 2.12530 -0.45491 -5.67064
H 2.70350 -1.95806 -4.94533
H 3.72124 -1.09945 -6.08094
H 2.94672 0.04409 -1.99674
H 2.35670 -1.41708 -2.77022
H 1.63820 0.14863 -3.17941
H 4.07449 3.72793 -5.31987
H 5.73815 3.53234 -5.89410
H 5.38707 3.50122 -4.15941
*
```

Mulliken population analysis, charges in e, atoms 1 to 4: C -1.528; C 0.185; B 0.353; O -0.516

---

Formula: C27H50BFN4O9P
Source: the OMol25 dataset
Level of theory: ωB97M-V/def2-TZVPD

**HOMO energy**: -0.39693 Ha
**ΔE to the lowest compared entry with this formula, charge and spin**: 0.00 kJ/mol
**Gap between HOMO and LUMO**: 7.9241 eV

Structure (ORCA input):
```
! RIJCOSX wB97M-V def2-TZVPD def2/J DEFGRID3
* xyz 1 1
C 3.82617 -1.49201 -0.99232
C 2.73286 -2.61401 -1.32255
O 1.39263 -2.10594 -1.60766
B 0.78412 -1.49285 -0.48110
O 1.26305 -1.74844 0.88002
C -0.46374 -0.41490 -0.58720
C -1.05899 -0.23514 -2.06440
P 0.09040 0.44922 -3.38801
O 0.00563 -0.48552 -4.62192
O 1.73690 0.55219 -2.98409
O -0.58757 1.94825 -3.94113
O -2.36993 0.39675 -1.99820
C -2.38429 1.59874 -1.18233
C -3.97554 1.93084 -0.98764
C -4.88691 0.58014 -1.09810
C -6.33823 1.01992 -0.49646
C -7.51759 -0.00535 -0.86668
N -8.07539 -0.56950 0.41327
C -8.73210 -1.90009 0.18866
C -8.99259 0.37597 1.07885
C -10.38019 0.91027 0.49991
O -8.66219 0.78390 2.23544
C -1.69762 1.46264 0.25813
C -1.80040 2.74669 1.20524
C -2.31532 4.14509 0.80091
C -2.32639 5.27547 1.86100
C -1.83067 5.07250 3.32823
C -1.34558 3.65807 3.75295
C -1.34232 2.53794 2.69136
N -0.31050 0.82716 0.22782
C 0.83056 1.73936 -0.01021
C 0.66580 2.98865 -0.98109
F 1.62214 3.98170 -0.48555
H 3.78942 -0.56997 -1.66267
H 3.78729 -1.26536 0.12909
H 4.86731 -1.97209 -1.17214
H 3.09743 -3.14920 -2.28047
H 2.71945 -3.42368 -0.51099
H 1.54768 -0.86539 1.23115
H -1.30461 -1.00957 -0.04198
H -1.29521 -1.31665 -2.40835
H 2.07500 1.35862 -3.44447
H 0.14623 2.33148 -4.48819
H -1.99055 2.44638 -1.83858
H -4.21676 2.37236 0.03239
H -4.29335 2.57890 -1.87418
H -4.97037 0.19406 -2.16551
H -4.49712 -0.21904 -0.36606
H -6.57444 2.04483 -0.97282
H -6.31518 1.16462 0.63981
H -8.37542 0.54452 -1.41866
H -7.14009 -0.82600 -1.56136
H -8.14726 -2.69516 0.77857
H -9.79753 -1.82966 0.62456
H -8.76784 -2.19702 -0.91340
H -10.23983 1.58793 -0.41269
H -11.07155 0.05356 0.15861
H -10.96107 1.49609 1.29608
H -2.34639 0.67525 0.81363
H -2.66310 4.33580 -0.28088
H -2.69326 6.31552 1.54573
H -1.81724 5.92626 4.08044
H -1.00017 3.43116 4.81110
H -0.98301 1.49177 3.02257
H -0.19763 0.48386 1.21120
H 1.09707 2.19819 1.02197
H 1.82400 1.23715 -0.33045
H 0.95885 2.82934 -2.06639
H -0.33564 3.52224 -0.96497
C 4.14810 -2.25757 3.29193
C 5.44054 -2.40752 2.53541
O 5.54680 -2.09109 1.35590
N 6.50992 -2.91382 3.20748
C 6.57750 -3.34033 4.58979
H 3.38624 -1.84376 2.63079
H 3.80494 -3.23201 3.64625
H 4.28298 -1.57504 4.13420
H 7.34287 -2.98732 2.64046
H 7.34273 -2.74751 5.09490
H 6.86798 -4.39257 4.61063
H 5.62772 -3.21837 5.10628
C 8.28331 -2.79524 -3.32203
C 7.43874 -2.22419 -2.21507
O 6.24340 -1.99154 -2.35831
N 8.04491 -1.96635 -1.02491
C 9.43181 -2.17113 -0.66607
H 7.66641 -2.94831 -4.20781
H 9.08748 -2.10139 -3.57699
H 8.69779 -3.75938 -3.01902
H 7.41779 -1.58518 -0.32760
H 9.46904 -2.85623 0.18379
H 9.85545 -1.20931 -0.36955
H 10.01426 -2.58365 -1.48725
*
```

Mulliken population analysis, charges in e, atoms 1 to 4: C 0.194; C -0.420; O -0.496; B 0.684

---

Formula: C27H50BiOP2
Source: the OMol25 dataset
Level of theory: ωB97M-V/def2-TZVPD

**HOMO energy (alpha / beta)**: -0.31977 / -0.31806 Ha
**ΔE to the lowest compared entry with this formula, charge and spin**: 691.23 kJ/mol
**Gap between HOMO and LUMO (alpha / beta)**: 5.4086 / 5.3583 eV

Structure (ORCA input):
```
! RIJCOSX wB97M-V def2-TZVPD def2/J DEFGRID3
* xyz 1 1
Bi -0.12727 -0.20105 -3.14724
C 1.47169 2.06115 1.27510
C 0.30899 2.72510 0.81902
C -0.32775 1.11693 2.35542
C 1.08065 1.07461 2.23057
C -0.80436 2.13703 1.47543
C 2.86755 2.39553 0.90028
H 2.91104 2.90463 -0.07435
H 3.50832 1.50021 0.84231
H 3.32565 3.07193 1.64543
C 1.98775 0.21966 3.03045
H 3.03852 0.38921 2.76079
H 1.78298 -0.85407 2.89676
H 1.87015 0.44030 4.10285
C -1.13265 0.31568 3.30505
H -0.85286 0.55757 4.34207
H -0.97268 -0.76241 3.16137
H -2.20144 0.51319 3.17574
C -2.21357 2.57355 1.34266
H -2.47058 3.36632 2.07126
H -2.91985 1.74516 1.50900
H -2.41461 2.98194 0.33822
C 0.25050 3.87586 -0.11575
H 0.20786 4.81955 0.44459
H -0.64023 3.82261 -0.75084
H 1.14112 3.90124 -0.75048
C 1.54254 -2.14698 -6.25681
C 2.26375 -1.02769 -6.05090
C 1.93033 0.24397 -6.77932
C 0.46530 0.68332 -6.66316
C -0.21376 0.22012 -5.43454
C -1.00042 -0.94311 -5.47729
C -0.95310 -1.82101 -6.71176
C 0.43227 -2.25419 -7.25329
H 2.10608 0.16369 -7.86526
H -0.09916 0.40865 -7.55168
H 2.57237 1.02827 -6.35687
H 0.65175 -1.68682 -8.16927
H 1.85978 -3.10776 -5.85280
H 3.27182 -1.10288 -5.61461
H 0.30574 -3.30578 -7.57128
H -1.51039 -2.73807 -6.46200
H -1.81385 -1.25463 -4.78091
H -1.50478 -1.35845 -7.55287
H 0.47200 1.77034 -6.58348
H -0.33547 1.10889 -4.79133
P 1.70126 -2.15647 -2.66174
P -2.42867 -1.72061 -2.53661
C 0.20501 -3.03238 -3.66145
C -1.27297 -3.20515 -3.11229
H 0.68063 -3.99083 -3.94566
H 0.14571 -2.44871 -4.59059
H -1.88843 -3.65230 -3.90720
H -1.21398 -3.95408 -2.30670
C -3.31879 -2.28023 -1.02961
H -3.56948 -1.38022 -0.42100
H -2.65760 -2.95630 -0.45863
H -4.23949 -2.84882 -1.27269
C -3.74669 -0.69778 -3.39289
H -4.28169 -1.24591 -4.17529
H -3.26580 0.18917 -3.84761
H -4.49545 -0.29256 -2.68230
C 3.31516 -3.03454 -2.69152
H 4.06740 -2.28971 -2.37574
H 3.58233 -3.42330 -3.68799
H 3.28186 -3.84251 -1.94181
C 2.52043 -0.36682 -3.13173
H 2.48705 0.42207 -2.35326
H 2.11166 0.09322 -4.07046
H 3.58267 -0.58543 -3.34398
C -0.54609 -3.17235 0.52259
C 0.35138 -1.98654 0.24801
C 1.79259 -2.39661 0.43197
O 0.17768 -1.41219 -1.03948
H -0.58325 -3.86199 -0.32566
H -1.54062 -2.80196 0.78772
H -0.15639 -3.70972 1.40191
H 0.07654 -1.25850 1.04715
H 2.10484 -2.99854 -0.43017
H 2.44950 -1.52608 0.54921
H 1.87282 -3.02281 1.33279
*
```

Mulliken population analysis, charges in e, atoms 1 to 4: Bi 0.218; C 0.692; C 0.365; C 0.412

---

Formula: C27H50N2O2P2PbS
Source: the OMol25 dataset
Level of theory: ωB97M-V/def2-TZVPD

**HOMO energy (alpha / beta)**: -0.69668 / -0.69686 Ha
**Gap between HOMO and LUMO (alpha / beta)**: 4.0979 / 4.1055 eV

Structure (ORCA input):
```
! RIJCOSX wB97M-V def2-TZVPD def2/J DEFGRID3
* xyz 4 1
Pb 0.09680 0.05951 0.12714
C -1.65820 -0.44906 1.34196
O -2.42272 -0.52021 2.20911
C 1.75357 0.33666 -1.28684
O 2.76252 0.59093 -1.82138
P 1.39709 -2.02997 1.19164
C 0.99931 -3.56982 0.29918
H 1.62725 -4.31408 0.82288
C 3.19889 -1.71979 0.94586
H 3.28554 -1.50658 -0.13409
C 0.75569 -2.26796 2.90767
H -0.32239 -2.46069 2.77284
C -3.02319 2.27717 -0.45502
P -1.72926 1.40655 -1.43308
H -2.68716 0.32780 -3.27767
H -3.60880 1.47414 0.02348
C -1.03541 2.52123 -2.75148
H -1.93567 2.97830 -3.20057
C 3.69050 -0.47516 1.69290
H 4.70814 -0.23946 1.34855
H 3.74454 -0.66411 2.77624
H 3.07152 0.41902 1.50481
C 4.01292 -2.96181 1.29226
H 3.96811 -3.17320 2.37061
H 5.05253 -2.74437 1.01241
H 3.68097 -3.84206 0.72619
C 1.45151 -3.45381 3.56167
H 1.40063 -4.35376 2.93443
H 0.90428 -3.63914 4.49632
H 2.49986 -3.21577 3.80988
C 0.87107 -1.02667 3.78391
H 0.34246 -1.18432 4.73578
H 0.43241 -0.13586 3.31584
H 1.92607 -0.85055 4.03886
C -0.48003 -3.95979 0.46193
H -0.74183 -4.15747 1.51010
H -0.64129 -4.88327 -0.10861
H -1.18467 -3.21444 0.05632
C 1.41892 -3.49282 -1.17910
H 0.85782 -2.73953 -1.75875
H 1.19848 -4.46902 -1.63071
H 2.49381 -3.30192 -1.29824
C -3.89390 3.09376 -1.41016
H -4.25733 2.48517 -2.25175
H -3.34915 3.96817 -1.80586
H -4.75996 3.45008 -0.83439
C -2.45922 3.13745 0.68077
H -1.90597 4.00322 0.28715
C -1.44176 -1.21470 -2.35438
H -1.81184 2.57425 1.36978
H -3.28535 3.54097 1.28451
C -3.74688 -0.53370 -1.56228
H -1.17822 -1.57906 -1.34389
H -1.88785 -2.08103 -2.85959
H -0.51035 -0.94154 -2.86894
C -2.46673 -0.06188 -2.26737
H -4.10277 -1.42278 -2.09641
H -4.53433 0.22926 -1.59768
H -3.57152 -0.81628 -0.51080
C -0.23630 1.72631 -3.79642
H 0.64322 1.21011 -3.37128
H 0.13082 2.44592 -4.54062
H -0.86876 0.99528 -4.31326
C -0.15212 3.62388 -2.15567
H 0.72392 3.18061 -1.66663
H -0.66639 4.26572 -1.42531
H 0.26876 4.25402 -2.95399
H -2.61906 -4.31968 -2.64924
H -2.16685 -4.78698 -2.27577
N 1.81002 3.03042 0.01004
C 0.96447 2.95714 1.08733
N 0.91942 1.87817 1.84472
C 1.11794 2.34834 3.16153
C 2.14602 1.80213 3.93043
C 2.57215 2.47122 5.06767
C 2.02640 3.75439 5.28583
C 1.16180 4.41717 4.39006
C 0.66610 3.68465 3.34538
S 0.24455 4.38388 1.73360
H 2.16055 3.99660 -0.02955
H 2.58180 2.37939 0.10203
H 2.62989 0.91134 3.55071
H 3.26098 1.96649 5.75640
H 2.29714 4.26702 6.18692
H 0.83161 5.46943 4.45634
*
```

Mulliken population analysis, charges in e, atoms 1 to 4: Pb 0.379; C 0.159; O -0.090; C 0.191

---

E for the records above, in order: -113586.858; -170613.596; -65870.080; -55257.214; -70498.864 eV